Entry from OMol25: a 4-piece molecular cluster, C30H66BFNO9P overall at a distorted geometry (ωB97M-V with the def2-TZVPD basis set).

Values from the calculation:
Energy above the lowest of the compared OMol25 structures with the same formula, charge and spin in kcal per mole: 20.63
HOMO in eV: -8.33
Charge: 0
Energy in eV: -64777.619
SMILES: CCOP(CCCCCCCOC)(COCOCCO)(B(O)N(C)C)[C@@H](C)F.C1CCOC1.C1CCOC1.C1CCOC1
Strongest force on any atom in eV/A: 1.60

Last columns: bonded neighbours and bond lengths (Å).
Element x y z (Å)
1 C -3.0673 0.8100 -5.5767  C2 1.531, H29 1.083, H30 1.081, H31 1.080
2 C -1.6512 1.1891 -5.1358  C1 1.531, O3 1.404, H32 1.091, H33 1.092
3 O -0.8314 0.0792 -4.8761  C2 1.404, P4 1.774
4 P -0.1295 -0.1674 -3.2660  O3 1.774, C5 1.837, C14 1.867, B21 1.943, C26 1.902
5 C 0.8388 1.3856 -3.4288  P4 1.837, C6 1.577, H34 1.078, H35 1.081
6 C 0.3237 2.5682 -2.5216  C5 1.577, C7 1.534, H36 1.082, H37 1.084
7 C 1.2956 3.1205 -1.4715  C6 1.534, C8 1.544, H38 1.082, H39 1.086
8 C 0.4915 3.6097 -0.2482  C7 1.544, C9 1.531, H40 1.091, H41 1.078
9 C 1.3103 4.1826 0.9114  C8 1.531, C10 1.526, H42 1.084, H43 1.086
10 C 2.4608 3.3291 1.4370  C9 1.526, C11 1.513, H44 1.081, H45 1.085
11 C 2.0686 1.9068 1.7713  C10 1.513, O12 1.418, H46 1.093, H47 1.084
12 O 0.7203 1.8160 2.2004  C11 1.418, C13 1.415
13 C 0.4256 0.5337 2.7218  O12 1.415, H48 1.085, H49 1.085, H50 1.089
14 C -1.8631 -0.2754 -2.5816  P4 1.867, O15 1.422, H51 1.080, H52 1.086
15 O -1.9094 -1.0714 -1.4039  C14 1.422, C16 1.392
16 C -2.9418 -0.7638 -0.5227  O15 1.392, O17 1.398, H53 1.098, H54 1.090
17 O -2.6078 -1.2627 0.7402  C16 1.398, C18 1.418
18 C -2.6651 -2.6785 0.8021  O17 1.418, C19 1.507, H55 1.084, H56 1.092
19 C -1.6643 -3.1110 1.8422  C18 1.507, O20 1.423, H57 1.088, H58 1.090
20 O -2.1382 -4.2585 2.5380  C19 1.423, H59 0.970
21 B 0.4158 -1.8797 -4.0050  P4 1.943, O22 1.377, N23 1.471
22 O 1.6480 -1.9874 -4.6105  B21 1.377, H60 0.974
23 N -0.4848 -3.0409 -3.9378  B21 1.471, C24 1.473, C25 1.474
24 C -0.5207 -3.6988 -5.2557  N23 1.473, H61 1.090, H62 1.084, H63 1.081
25 C -0.1105 -4.0012 -2.8845  N23 1.474, H64 1.092, H65 1.079, H66 1.086
26 C 0.6511 -0.6573 -1.6028  P4 1.902, C27 1.521, F28 1.398, H67 1.088
27 C 2.1687 -0.7472 -1.5444  C26 1.521, H68 1.079, H69 1.087, H70 1.085
28 F 0.2826 0.2174 -0.5770  C26 1.398
29 H -3.7406 0.7802 -4.7286  C1 1.083
30 H -3.4077 1.5550 -6.2821  C1 1.081
31 H -3.0360 -0.1417 -6.0870  C1 1.080
32 H -1.2164 1.7298 -5.9778  C2 1.091
33 H -1.7181 1.9248 -4.3311  C2 1.092
34 H 0.8526 1.7548 -4.4416  C5 1.078
35 H 1.8873 1.2605 -3.1997  C5 1.081
36 H -0.5572 2.2092 -2.0054  C6 1.082
37 H 0.0056 3.3882 -3.1551  C6 1.084
38 H 2.0242 2.3956 -1.1337  C7 1.082
39 H 1.7974 3.9973 -1.8703  C7 1.086
40 H -0.1311 4.4182 -0.6333  C8 1.091
41 H -0.1925 2.8412 0.0752  C8 1.078
42 H 1.6390 5.1853 0.6608  C9 1.084
43 H 0.6220 4.3015 1.7433  C9 1.086
44 H 2.8522 3.8295 2.3115  C10 1.081
45 H 3.2403 3.3216 0.6829  C10 1.085
46 H 2.7046 1.5721 2.5953  C11 1.093
47 H 2.2529 1.2329 0.9421  C11 1.084
48 H -0.5299 0.1822 2.3460  C13 1.085
49 H 1.1709 -0.1985 2.4279  C13 1.085
50 H 0.3898 0.5571 3.8095  C13 1.089
51 H -2.4435 -0.7744 -3.3436  C14 1.080
52 H -2.2710 0.7069 -2.3627  C14 1.086
53 H -3.8925 -1.2108 -0.8431  C16 1.098
54 H -3.0830 0.3093 -0.3935  C16 1.090
55 H -2.4602 -3.1405 -0.1574  C18 1.084
56 H -3.6519 -2.9990 1.1425  C18 1.092
57 H -1.6037 -2.2761 2.5372  C19 1.088
58 H -0.6633 -3.2365 1.4296  C19 1.090
59 H -1.5323 -4.3898 3.2838  O20 0.970
60 H 1.9913 -2.8825 -4.4359  O22 0.974
61 H 0.2125 -4.5008 -5.3360  C24 1.090
62 H -1.4969 -4.1320 -5.4427  C24 1.084
63 H -0.3147 -3.0003 -6.0547  C24 1.081
64 H 0.9655 -4.0550 -2.7058  C25 1.092
65 H -0.4921 -4.9837 -3.1144  C25 1.079
66 H -0.5919 -3.7123 -1.9550  C25 1.086
67 H 0.3101 -1.6602 -1.3543  C26 1.088
68 H 2.6490 0.2190 -1.5646  C27 1.079
69 H 2.4187 -1.1690 -0.5748  C27 1.087
70 H 2.6157 -1.3949 -2.2907  C27 1.085
71 C -3.3648 -8.0719 0.1110  C72 1.526, C75 1.523, H76 1.089, H77 1.092
72 C -3.4965 -6.5525 0.1469  C71 1.526, C73 1.520, H78 1.093, H79 1.088
73 C -2.0504 -6.1152 -0.0174  C72 1.520, O74 1.435, H80 1.090, H81 1.090
74 O -1.4094 -7.1193 -0.8170  C73 1.435, C75 1.429
75 C -2.2599 -8.2629 -0.9197  C71 1.523, O74 1.429, H82 1.096, H83 1.091
76 H -4.2859 -8.5872 -0.1578  C71 1.089
77 H -3.0390 -8.4414 1.0860  C71 1.092
78 H -4.0945 -6.2107 -0.7022  C72 1.093
79 H -3.9487 -6.1676 1.0592  C72 1.088
80 H -1.5430 -6.0622 0.9458  C73 1.090
81 H -1.9544 -5.1491 -0.5138  C73 1.090
82 H -2.6688 -8.3019 -1.9357  C75 1.096
83 H -1.6709 -9.1650 -0.7498  C75 1.091
84 C 6.2532 7.1379 1.0034  C85 1.525, C88 1.522, H89 1.089, H90 1.092
85 C 6.9500 5.8429 1.4076  C84 1.525, C86 1.522, H91 1.092, H92 1.089
86 C 5.7669 4.9540 1.7648  C85 1.522, O87 1.429, H93 1.096, H94 1.091
87 O 4.6811 5.3719 0.9342  C86 1.429, C88 1.430
88 C 5.0093 6.6115 0.3016  C84 1.522, O87 1.430, H95 1.096, H96 1.091
89 H 6.8567 7.7827 0.3665  C84 1.089
90 H 5.9720 7.7048 1.8938  C84 1.092
91 H 7.4895 5.4267 0.5537  C85 1.092
92 H 7.6540 5.9596 2.2301  C85 1.089
93 H 5.4720 5.0858 2.8118  C86 1.096
94 H 5.9638 3.8951 1.5925  C86 1.091
95 H 5.2042 6.4174 -0.7589  C88 1.096
96 H 4.1588 7.2898 0.3782  C88 1.091
97 C -3.1701 1.5086 7.0623  C98 1.525, C101 1.522, H102 1.089, H103 1.093
98 C -1.9348 2.2771 7.5206  C97 1.525, C99 1.522, H104 1.092, H105 1.089
99 C -0.8099 1.4006 6.9885  C98 1.522, O100 1.429, H106 1.096, H107 1.091
100 O -1.3073 0.7821 5.7996  C99 1.429, C101 1.430
101 C -2.7203 0.9838 5.7060  C97 1.522, O100 1.430, H108 1.095, H109 1.091
102 H -4.0701 2.1183 7.0013  C97 1.089
103 H -3.3670 0.6767 7.7427  C97 1.093
104 H -1.9065 3.2578 7.0407  C98 1.092
105 H -1.8818 2.4242 8.5983  C98 1.089
106 H -0.5462 0.6137 7.7039  C99 1.096
107 H 0.0911 1.9663 6.7488  C99 1.091
108 H -2.9127 1.7139 4.9131  C101 1.095
109 H -3.2009 0.0433 5.4332  C101 1.091

These are the Löwdin partial charges, in e, on atoms 1 to 5: -0.07, -0.35, -0.36, 0.96, -0.20